# C55H67AsBrHgN6O2S

C55H67AsBrHgN6O2S as an isolated structure (wB97M-V/def2-TZVPD, the OMol25 dataset).

```
! RIJCOSX wB97M-V def2-TZVPD def2/J DEFGRID3
* xyz -2 2
Hg 0.157 -0.324 0.510
Br 3.192 -0.088 -2.367
As 1.650 4.681 1.174
S 2.789 3.603 -0.173
O -0.475 2.278 0.153
O -2.175 4.095 1.079
N 1.683 -1.635 -0.334
N -0.859 1.707 -2.076
N 1.556 -0.173 2.232
N 0.297 1.066 -2.167
N -1.257 -1.546 -0.591
N -1.379 -0.285 2.110
C -5.699 0.922 2.977
C -5.364 3.257 -0.443
C -1.234 0.066 3.411
C 1.192 -1.697 -8.330
C -2.894 1.972 5.678
C 2.621 1.377 5.434
C 2.070 -0.714 -4.839
C 2.862 5.862 2.177
C 3.572 -0.769 0.967
C -4.954 2.438 -1.487
C 5.724 -0.508 3.875
C -3.462 -0.224 3.077
C -0.164 -0.874 -6.065
C -2.209 -2.600 -2.358
C 0.637 0.677 -3.345
C -3.592 2.220 -1.671
C -4.944 -0.386 3.232
C 1.281 0.311 3.466
C 5.591 -3.506 0.522
C -3.263 -0.827 0.627
C -0.851 -1.133 -7.238
C 0.310 -2.836 -1.967
C 1.237 -0.970 -5.998
C -4.696 -1.973 -1.925
C 3.740 -2.516 -0.861
C -3.223 -1.989 -1.642
C 2.813 -3.151 -1.637
C 2.506 0.747 4.080
C -1.147 2.656 -1.021
C 0.454 5.993 0.367
C -2.604 -1.358 -0.512
C 2.690 0.351 6.573
C 4.147 -5.141 -2.621
C -0.980 -2.316 -1.668
C -0.021 0.358 4.039
C 0.663 3.909 2.637
C -1.702 -2.690 -4.828
C 4.991 0.728 3.336
C -2.314 -3.406 -3.616
C 1.801 -0.078 -3.676
C -2.711 -0.455 1.849
C 5.225 -2.712 -0.740
C 3.011 -1.566 -0.025
C -5.469 -3.009 -1.096
C -4.447 3.821 0.424
C -0.188 -1.545 -8.385
C 3.521 0.492 3.174
C 2.906 -0.117 2.033
C 1.514 -2.554 -1.317
C -3.057 3.599 0.276
C -2.653 2.795 -0.834
C 1.882 -1.402 -7.172
C -2.814 0.453 5.468
C -2.550 0.102 4.038
C 2.919 -4.233 -2.676
H -0.083 0.694 5.069
H 3.577 5.225 2.698
H 3.406 6.514 1.495
H -0.761 3.650 -1.331
H 3.564 -0.293 6.463
H -1.251 2.004 -2.964
H 2.037 -4.870 -2.569
H -3.754 -0.003 5.793
H -2.223 -1.748 -5.009
H -5.676 1.980 -2.154
H 0.359 -3.542 -2.787
H -3.270 1.581 -2.486
H 5.343 -0.774 4.863
H -3.049 2.218 6.734
H -3.365 -3.627 -3.825
H 5.616 -3.221 -1.618
H -2.021 0.047 6.104
H -1.928 -1.013 -7.254
H 4.283 -5.547 -1.617
H -0.737 -1.769 -9.291
H -5.171 -0.748 4.240
H 0.843 6.286 -0.605
H 5.238 -4.536 0.440
H 0.387 6.862 1.023
H -5.295 -1.144 2.528
H 5.056 -4.613 -2.906
H -4.872 -2.170 -2.987
H 5.151 1.562 4.027
H 4.022 -5.980 -3.309
H 2.962 -1.503 -7.161
H 6.801 -0.328 3.957
H -3.717 2.393 5.101
H -0.741 -0.645 -5.182
H 0.008 0.952 -4.196
H 3.080 -1.093 -4.934
H -6.423 3.450 -0.298
H -0.653 -2.457 -4.646
H 1.756 2.022 5.618
H 0.607 2.837 2.508
H -0.532 5.538 0.269
H 1.733 -2.044 -9.203
H -5.488 1.286 1.974
H -5.332 -2.823 -0.031
H -5.083 -0.974 -1.704
H 2.302 6.456 2.902
H -0.345 4.319 2.644
H -6.539 -2.972 -1.326
H 1.801 -0.280 6.559
H 2.859 -3.764 -3.666
H 2.746 0.851 7.546
H -0.970 2.830 0.838
H 3.515 2.009 5.466
H -6.780 0.790 3.089
H 6.672 -3.522 0.688
H -1.975 2.447 5.336
H -1.774 -3.306 -5.730
H -4.345 -0.777 0.570
H 5.702 -1.728 -0.698
H 5.566 -1.359 3.212
H 4.655 -0.702 0.970
H -5.370 1.690 3.678
H -1.808 -4.369 -3.479
H -4.781 4.441 1.249
H 1.190 4.139 3.561
H -5.102 -4.015 -1.308
H 5.106 -3.061 1.389
H 5.418 1.021 2.373
*
```

Results
E_HOMO (alpha / beta) ... 0.0117 / -0.0471 hartree
Max |F| ... 1.84 eV/A
HOMO-LUMO gap (alpha / beta) ... 3.69 / 5.29 eV
Lowest unoccupied orbital energy (alpha / beta) ... 4.009 / 4.004 eV
Energy relative to the best compared isomer or geometry (same formula, charge and spin) ... 19.62 kcal per mole

---

# C55H69F3N4O4S3

A 2-piece molecular cluster, C55H69F3N4O4S3 overall (wB97M-V/def2-TZVPD, the OMol25 dataset).

```
! RIJCOSX wB97M-V def2-TZVPD def2/J DEFGRID3
* xyz 0 1
S 7.477 3.315 2.293
S 4.660 3.240 2.998
S 5.042 1.650 0.566
F 5.154 4.107 -0.480
F 6.791 2.769 -1.056
F 4.775 2.451 -1.891
O 5.118 4.215 3.953
O 7.492 2.930 3.683
O 8.321 2.655 1.334
O 4.312 1.972 3.568
N -1.752 -2.152 -2.739
N -2.982 -1.971 -2.178
N -2.762 -1.378 -0.994
N 5.786 2.965 1.799
C -0.213 -0.872 2.812
C -4.354 1.717 -0.897
C 8.547 7.820 2.515
C -2.396 -3.397 -6.175
C 0.871 0.665 5.191
C -1.433 -2.845 1.791
C 2.076 4.402 0.098
C 7.028 6.023 3.010
C -2.226 -2.505 -5.122
C -3.402 1.188 0.178
C -0.002 1.226 -1.006
C -4.616 -5.006 0.407
C 7.734 5.120 2.217
C 3.116 5.476 2.469
C -1.984 -3.186 3.167
C -2.144 -4.756 -6.031
C 1.480 0.730 3.788
C -3.108 2.213 1.275
C -3.901 -0.130 0.780
C -5.414 -3.690 -1.636
C -0.123 0.476 0.335
C -1.804 0.049 -4.732
C -1.759 -3.014 -3.897
C -0.480 -3.899 1.251
C -0.512 2.652 -0.887
C 0.534 0.302 2.685
C 1.949 5.775 0.379
C 7.373 7.370 3.122
C -2.538 -6.031 -2.064
C 0.471 1.004 1.483
C -1.593 -4.397 -3.705
C -2.679 -1.063 -5.324
C -5.273 -2.444 1.546
C 2.729 -0.161 3.794
C 8.895 5.589 1.587
C -1.395 -1.304 -0.740
C 0.670 -1.973 -1.940
C 9.297 6.921 1.740
C 1.395 1.086 -1.612
C 2.711 3.562 1.011
C -0.812 -0.751 0.459
C -0.064 -5.628 -2.053
C -4.444 -3.761 -0.466
C -1.726 -5.251 -4.805
C -0.843 -1.440 1.713
C -1.436 -5.002 -2.311
C -4.556 -0.177 2.013
C -4.123 -0.894 -4.861
C -4.501 -2.483 0.376
C 2.450 6.328 1.569
C -5.227 -1.338 2.385
C 3.379 4.139 2.093
C -0.711 -1.823 -1.817
C 5.471 2.807 -0.766
C -3.778 -1.321 0.035
H -4.383 -5.918 -0.160
H -5.622 -4.679 -2.060
H -2.431 1.773 2.023
H -0.672 0.733 -1.714
H -4.539 0.691 2.676
H 0.041 -3.549 0.354
H -1.537 -6.319 -4.691
H -0.253 -1.370 3.786
H -4.776 -1.601 -5.379
H 3.447 5.822 3.454
H 6.769 8.041 3.736
H -1.034 -4.809 0.994
H 2.338 7.396 1.816
H 2.688 2.471 0.880
H -0.734 -0.130 -4.905
H 1.704 1.977 -2.172
H 0.998 -2.640 -2.739
H 2.503 -1.148 4.226
H -3.517 -5.580 -2.278
H -2.573 -4.105 3.104
H 0.726 -4.867 -2.112
H -0.049 -6.076 -1.046
H -2.079 0.995 -5.223
H -2.295 -2.832 1.112
H 1.309 -1.467 -1.201
H -4.613 0.923 -1.611
H -1.179 -3.334 3.895
H -2.735 -3.032 -7.144
H 2.173 0.881 -0.860
H 8.896 8.838 2.689
H -1.570 -4.178 -1.593
H -6.360 -3.235 -1.314
H -2.669 -0.916 -6.413
H -0.395 3.184 -1.835
H 9.505 4.868 1.042
H -5.768 -1.354 3.323
H -1.567 2.671 -0.614
H 10.224 7.246 1.271
H -4.962 -3.051 -2.404
H 0.014 3.195 -0.104
H 1.690 3.985 -0.835
H 0.907 2.001 1.411
H 0.278 -4.159 1.997
H -5.881 -3.301 1.827
H -4.187 -1.092 -3.785
H -1.982 0.182 -3.654
H -2.637 3.122 0.884
H 3.126 -0.290 2.781
H -4.045 2.518 1.764
H -2.268 -5.433 -6.876
H -5.280 2.081 -0.431
H 3.509 0.307 4.396
H -2.461 0.930 -0.322
H -2.405 -6.903 -2.722
H 6.193 5.701 3.606
H -2.525 -6.373 -1.019
H 0.896 -0.370 5.558
H -2.646 -2.385 3.515
H -5.649 -5.095 0.786
H -4.488 0.119 -5.055
H 1.790 1.759 3.564
H 1.420 6.413 -0.332
H -3.436 -3.809 -0.904
H -3.898 2.543 -1.460
H 1.480 1.285 5.860
H -3.924 -4.973 1.267
H 1.392 0.248 -2.327
H 0.142 -6.420 -2.790
H -0.164 1.026 5.202
*
```

Results
E_HOMO ... -0.2247 hartree
Max |F| ... 3.96 eV/A
HOMO-LUMO gap ... 4.62 eV
Lowest unoccupied orbital energy ... -1.493 eV

---

# C55H73AuN2P2S2Si

C55H73AuN2P2S2Si as an isolated structure (wB97M-V/def2-TZVPD, the OMol25 dataset).

```
! RIJCOSX wB97M-V def2-TZVPD def2/J DEFGRID3
* xyz 2 3
Au 0.243 0.641 0.582
S -1.491 2.206 0.519
S 0.544 1.045 -1.773
P -1.721 -1.942 0.879
P 2.316 -0.411 0.789
Si -0.090 0.112 2.939
N -2.732 3.336 -1.541
N -0.836 2.571 -3.427
C 1.716 -3.175 -2.259
C -2.312 -6.047 0.848
C 3.218 4.010 -4.204
C -1.392 -6.502 1.977
C -1.790 -0.597 3.292
C 5.087 0.560 2.976
C -3.242 5.529 -0.541
C -3.676 -0.690 4.816
C -2.673 -1.619 -3.091
C -3.247 -0.272 -0.806
C 2.594 -1.403 -0.732
C -1.679 3.736 -3.686
C -3.796 -1.856 2.719
C 5.019 0.350 1.463
C -1.750 7.279 0.180
C 3.704 0.812 0.789
C -4.379 -0.221 -1.838
C 1.458 2.383 -4.455
C -0.491 -4.152 2.152
C 1.867 3.689 -4.218
C 3.763 1.723 -4.691
C 2.279 -1.412 2.293
C 1.286 -1.131 3.247
C -4.374 -1.489 3.925
C 2.412 1.404 -4.693
C -3.602 4.064 -0.595
C -2.670 -4.560 0.971
C -2.401 -0.238 4.495
C 3.227 -2.407 2.528
C -2.843 -1.723 -0.546
C 3.956 -3.541 -1.091
C 3.320 2.219 1.284
C -2.507 -1.425 2.409
C -2.129 5.946 0.187
C 3.204 -3.120 3.718
C -2.261 -2.382 -1.826
C 1.293 -1.852 4.445
C 1.493 -2.445 -0.938
C 2.246 -2.833 4.683
C -1.367 -3.740 0.964
C -1.655 2.611 -1.176
C -3.974 6.464 -1.263
C 4.168 3.027 -4.441
C 3.038 -3.976 -2.237
C 4.008 -2.019 -0.954
C 4.733 1.992 3.352
C -4.136 -1.190 -3.017
C -0.003 1.749 3.812
C -0.012 2.028 -4.514
C -0.731 2.147 -2.152
C -2.986 3.574 -2.959
C -0.137 -5.636 2.056
C 3.352 2.327 2.807
C -2.479 8.207 -0.555
C -3.595 7.801 -1.270
H -4.472 0.805 -2.198
H -1.934 -6.438 2.927
H 3.618 -3.986 -0.150
H 0.875 -3.837 -2.473
H -0.442 2.428 -5.431
H -1.566 5.224 0.769
H -3.507 3.602 0.382
H -2.028 -0.743 -3.220
H 5.472 2.684 2.933
H 0.534 -1.664 5.199
H -0.833 -3.951 0.030
H -2.509 -2.259 -3.958
H -3.337 -4.274 0.157
H -3.741 -2.260 -0.218
H -3.572 4.486 -3.053
H -4.631 3.931 -0.930
H -2.183 9.248 -0.559
H -1.170 -2.433 -1.780
H -5.324 -0.462 -1.349
H 5.809 0.952 1.001
H -0.891 7.599 0.755
H 4.703 -1.746 -0.166
H 4.964 -3.919 -1.263
H 0.409 -3.553 2.194
H -1.887 0.413 5.194
H 4.404 -0.121 3.491
H -4.132 -0.400 5.753
H 3.039 3.327 3.112
H -1.181 4.649 -3.345
H -5.375 -1.825 4.162
H -1.120 -7.548 1.839
H -0.130 0.944 -4.543
H 4.054 2.918 0.871
H 2.351 2.519 0.878
H 3.528 5.031 -4.021
H 3.560 -3.846 -3.186
H -4.177 8.524 -1.826
H 1.733 -2.427 -3.058
H -4.359 -2.475 2.032
H -4.866 6.157 -1.800
H -4.756 -2.084 -2.901
H 3.938 -3.895 3.894
H 2.832 -5.043 -2.144
H 1.132 4.467 -4.039
H -2.373 0.259 -1.179
H -1.852 3.816 -4.756
H -3.565 2.743 -3.376
H -4.442 -0.730 -3.955
H 0.469 -5.925 2.917
H 6.094 0.309 3.312
H 2.235 -3.384 5.615
H 1.495 -3.159 -0.115
H 2.094 0.384 -4.883
H -1.016 2.152 3.893
H 3.983 -2.634 1.787
H -3.198 -4.394 1.915
H 5.255 -0.684 1.224
H 0.602 2.467 3.269
H -3.552 0.226 0.115
H 0.480 -5.797 1.163
H 4.500 0.954 -4.888
H -3.235 -6.628 0.854
H 5.221 3.281 -4.446
H -1.044 -3.967 3.080
H 2.441 -0.635 -1.497
H 2.644 1.616 3.242
H 4.758 2.115 4.435
H 0.522 -1.941 -0.943
H 4.426 -1.596 -1.871
H -2.617 -3.413 -1.895
H 0.411 1.650 4.821
H 3.878 0.878 -0.291
H -1.830 -6.224 -0.120
*
```

Results
E_HOMO (alpha / beta) ... -0.4210 / -0.4754 hartree
Max |F| ... 0.96 eV/A
HOMO-LUMO gap (alpha / beta) ... 6.50 / 5.07 eV
Lowest unoccupied orbital energy (alpha / beta) ... -4.956 / -7.865 eV

---

> Which of these has the lowest max |F|?

C55H73AuN2P2S2Si

---

> The lowest max |F| belongs to which entry?

C55H73AuN2P2S2Si